(1)
ORCA calculation (ωB97M-V/def2-TZVPD) on 2 unconnected molecules or ions with the total composition C3H7NO2.

Last column: Löwdin charge in e.
Element x y z (Å)
C -2.396217 -0.152444 -0.352971  -0.504
C 1.467808 0.792528 -0.270781  -0.084
C -0.181363 -1.080221 -0.033047  -0.123
N 0.439329 0.207603 0.580643  -0.154
O -2.936992 -1.047874 -0.816883  0.175
O -2.142623 0.953352 0.044687  0.068
H 0.985340 1.033878 -1.159030  0.066
H 1.961827 1.692796 0.119634  0.096
H 2.216255 -0.031270 -0.535985  0.116
H 0.581363 -1.698152 -0.585320  0.029
H -0.545242 -1.626447 0.893240  0.038
H 0.855013 0.067920 1.581584  0.195
H -0.304497 0.888329 0.534231  0.082

Atomic forces in eV per Å
C 2.024 2.432 0.488
C 2.377 -1.580 0.085
C -0.392 -0.079 1.249
N 1.747 -1.367 1.546
O -1.372 -1.356 -0.529
O -0.472 -1.255 -0.213
H -0.792 0.520 -1.732
H -0.241 -0.451 0.231
H -0.802 1.326 0.550
H -0.458 0.869 0.759
H 0.511 0.281 -1.144
H -1.289 0.522 -2.168
H -0.839 0.138 0.878

Results
2S+1: 1
Total charge: 0
HOMO: -7.372 eV

(2)
ORCA calculation (ωB97M-V/def2-TZVPD) on C2H2ClI in the gas phase.

Last column: Löwdin charge in e.
Element x y z (Å)
C 0.769284 0.090779 -0.321819  -0.118
C -0.316168 -0.223779 0.314411  -1.037
Cl -0.717746 -1.678074 1.046407  0.619
I -2.293176 1.146603 -0.101601  0.481
H 0.919090 1.053952 -0.626885  0.029
H 1.638715 -0.389481 -0.310514  0.026

Atomic forces in eV per Å
C -2.118 1.227 0.914
C -2.936 0.851 -0.840
Cl -0.080 -0.371 0.334
I 2.181 -1.325 0.599
H -0.249 2.446 -1.265
H 3.201 -2.829 0.258

Results
2S+1: 1
Total charge: 0
HOMO: -9.595 eV
SMILES: C=C(Cl)I

(3)
ORCA calculation (ωB97M-V/def2-TZVPD) on 2 unconnected molecules or ions with the total composition C4H12.

Last column: Löwdin charge in e.
Element x y z (Å)
C -0.265481 -2.328208 -0.969670  -0.163
C 1.088282 -1.605290 -0.844284  -0.176
H -1.018005 -1.829481 -0.365568  0.053
H -0.609987 -2.195708 -1.997666  0.062
H -0.134475 -3.390474 -0.785030  0.059
H 0.888169 -0.581678 -1.142267  0.041
H 1.800367 -2.080530 -1.510947  0.058
H 1.550404 -1.672698 0.141654  0.064
C -0.324181 1.490652 0.355724  -0.173
C -0.481085 2.437728 1.563702  -0.153
H 0.239615 1.941722 -0.459642  0.063
H 0.051719 0.518162 0.622940  0.032
H -1.281661 1.276061 -0.137693  0.065
H -1.438816 2.950751 1.522913  0.059
H 0.290928 3.192290 1.522665  0.053
H -0.355794 1.876703 2.483170  0.058

Atomic forces in eV per Å
C 0.698 0.473 -0.413
C -0.552 -0.512 -0.184
H -0.093 -0.408 0.411
H 0.008 -0.218 -0.045
H -0.456 -0.061 0.278
H 0.621 0.236 0.090
H 0.142 0.185 -0.329
H -0.323 0.244 0.127
C -1.037 0.360 -0.476
C 0.162 -0.427 -0.785
H 0.455 -0.116 0.193
H 0.544 -0.157 0.096
H -0.096 0.066 0.352
H -0.053 -0.038 0.271
H 0.230 0.249 0.173
H -0.249 0.124 0.239

Results
2S+1: 1
Total charge: 0
HOMO: -11.670 eV
SMILES: CC.CC

(4)
ORCA calculation (ωB97M-V/def2-TZVPD) on a molecular structure, C39H44F2N7O3S2SbSe4Ti.

Last column: Löwdin charge in e.
Element x y z (Å)
Ti -0.740624 -0.028207 0.125481  0.629
N -0.159406 8.236387 -0.683346  0.084
C -0.166045 6.840773 -0.613887  -0.322
C -0.201391 6.190527 0.616907  -0.030
C -0.130658 4.808323 0.684442  -0.050
C -0.059153 4.067846 -0.478525  -0.297
C 0.009349 4.702473 -1.712765  -0.056
C -0.058294 6.072009 -1.781194  -0.030
S 0.292137 2.334908 -0.397989  0.585
O 1.658522 2.323321 -0.796219  -0.298
O -0.068616 1.863532 0.971129  -0.418
N -0.690233 1.445755 -1.365443  -0.144
C -2.012542 1.742962 -0.929038  -0.446
N -2.471305 2.993363 -1.087609  0.161
C -3.657807 3.234942 -0.587430  -0.097
C -4.394203 2.269617 0.090831  -0.036
C -3.838939 1.021090 0.204214  -0.079
N -2.637428 0.734697 -0.293247  0.065
H -0.558290 8.704510 0.109652  0.078
H -0.457611 8.624258 -1.559881  0.078
H -0.255927 6.770183 1.528941  0.107
H -0.127073 4.307161 1.641864  0.109
H 0.097095 4.105397 -2.608441  0.125
H -0.005162 6.566418 -2.742651  0.107
H -4.019655 4.243538 -0.719981  0.114
H -5.356559 2.482034 0.514562  0.102
H -4.344618 0.200433 0.684591  0.122
C -3.106049 1.030749 4.679001  -0.051
C -2.290964 1.293237 3.398151  -0.344
C -2.414905 2.779802 3.023179  -0.065
C -0.848475 0.824094 3.573192  -0.161
C -0.017625 1.541057 4.423483  -0.056
C 1.290480 1.138159 4.636332  -0.068
C 1.725684 -0.052601 4.091276  -0.052
C 0.886251 -0.858936 3.317385  -0.157
C 1.427517 -2.263595 3.027325  -0.382
C 0.673144 -3.212633 2.093475  -0.106
C 1.631606 -3.000403 4.370343  -0.060
C -0.357977 -0.338768 2.947573  -0.244
N -1.143650 -0.951642 1.901434  -0.066
C -2.184965 -1.755078 2.366291  -0.213
C -2.291969 -2.154136 3.720231  -0.042
C -3.346119 -2.907694 4.210949  -0.110
C -4.372015 -3.328665 3.377042  -0.122
C -4.279406 -3.009960 2.028123  -0.038
C -3.215967 -2.272055 1.553918  -0.223
F -3.219107 -2.007913 0.227845  0.036
H -4.124669 1.405020 4.566224  0.071
H -2.649129 1.538882 5.527252  0.074
H -3.156252 -0.030907 4.901528  0.058
H -2.749821 0.713238 2.597025  0.098
H -2.083843 3.425306 3.835320  0.073
H -3.452014 3.027975 2.804856  0.065
H -1.827718 3.017606 2.143420  0.042
H -0.393260 2.429316 4.917249  0.099
H 1.960346 1.739928 5.234748  0.096
H 2.746611 -0.372959 4.248265  0.081
H 2.437076 -2.121335 2.623026  0.037
H -0.247652 -3.573485 2.556642  0.069
H 1.319076 -4.062579 1.885121  0.041
H 0.407063 -2.771959 1.142489  0.024
H 0.670094 -3.207437 4.848533  0.070
H 2.244979 -2.420700 5.056061  0.065
H 2.137668 -3.945562 4.176348  0.077
H -1.505522 -1.853216 4.391429  0.112
H -3.359759 -3.164823 5.261418  0.095
H -5.211981 -3.891426 3.755833  0.084
H -5.028716 -3.332033 1.319172  0.108
C 1.841227 0.162032 -6.292777  -0.124
C 2.654082 0.491838 -5.042248  -0.236
C 1.881255 0.295183 -3.743128  -0.256
N 1.513886 -1.098055 -3.511381  0.040
C 0.288182 -1.588839 -3.606100  -0.840
S -1.028666 -0.745237 -4.228409  0.569
N 0.068988 -2.907149 -3.204689  0.092
C 0.914106 -3.996722 -3.036574  -0.406
O 0.549894 -4.937437 -2.364612  0.095
C 2.175871 -4.034135 -3.842801  -0.162
C 2.132891 -3.731391 -5.204146  -0.046
C 3.272529 -3.881292 -5.975690  -0.092
C 4.458077 -4.307444 -5.382793  -0.095
C 4.498429 -4.591471 -4.027305  -0.076
C 3.351802 -4.472262 -3.255386  -0.027
H 2.417833 0.362544 -7.198688  0.058
H 0.922370 0.744966 -6.332699  0.054
H 1.559450 -0.891901 -6.299766  0.047
H 2.981148 1.533756 -5.071601  0.105
H 3.545787 -0.132327 -4.991363  0.085
H 0.970601 0.887701 -3.725236  0.071
H 2.505482 0.604730 -2.910334  0.050
H 2.270457 -1.675794 -3.139863  0.070
H -0.855675 -3.047715 -2.833680  0.115
H 1.206299 -3.396334 -5.652783  0.112
H 3.239215 -3.657728 -7.034289  0.093
H 5.351956 -4.414208 -5.986447  0.092
H 5.423454 -4.883386 -3.549423  0.107
H 3.381269 -4.699187 -2.192183  0.081
F -0.981319 -1.443328 -0.894299  -0.391
Se 5.017631 -0.098304 1.980220  -0.261
Sb 3.783695 -1.261308 0.185010  -0.226
Se 4.160244 -3.662662 0.737405  -0.202
Se 4.806906 -0.971754 -2.039442  -0.160
Se 1.397051 -0.455465 0.094025  0.492

Atomic forces in eV per Å
Ti 0.980 -4.028 1.382
N 0.127 -0.129 -0.009
C 0.028 -0.145 0.024
C 0.027 0.152 -0.136
C -0.168 -0.157 -0.013
C 0.053 0.073 0.149
C -0.121 -0.238 0.118
C 0.010 0.271 0.076
S 0.858 1.324 -0.078
O 0.130 -0.175 -0.377
O -0.431 1.007 -0.490
N -1.125 1.321 0.808
C 0.601 0.735 -0.855
N -0.133 -0.673 -0.429
C -0.230 -0.091 0.279
C -0.113 0.032 -0.099
C -0.214 -0.398 0.003
N -0.557 1.678 -0.708
H -0.083 0.070 0.083
H -0.076 0.044 -0.087
H 0.010 0.046 0.061
H 0.003 -0.039 0.051
H 0.014 -0.019 -0.107
H -0.002 0.039 -0.052
H -0.203 0.177 0.037
H -0.245 0.063 0.073
H -0.120 -0.131 0.231
C 0.148 0.039 -0.250
C -0.017 0.212 0.138
C 0.076 -0.293 0.016
C -0.163 0.139 0.044
C -0.056 -0.040 0.018
C -0.078 -0.025 -0.088
C -0.065 -0.041 0.051
C 0.155 -0.297 0.074
C 0.029 0.047 0.014
C -0.092 0.119 0.147
C -0.013 0.162 -0.238
C -0.297 -0.102 0.080
N -1.236 0.098 0.756
C 0.265 0.109 -0.060
C -0.052 -0.023 -0.256
C 0.004 0.023 -0.132
C 0.151 0.081 -0.044
C 0.040 0.012 0.136
C 0.054 0.116 0.107
F -0.032 0.137 -0.046
H -0.111 0.033 -0.017
H 0.050 0.077 0.090
H 0.010 -0.080 0.035
H 0.057 -0.044 -0.003
H 0.053 0.053 0.106
H -0.206 0.032 0.044
H 0.120 -0.019 -0.130
H -0.018 0.087 -0.014
H 0.060 0.043 0.028
H 0.049 -0.057 0.008
H -0.062 -0.025 -0.031
H -0.032 -0.054 0.082
H 0.075 -0.070 0.029
H 0.053 0.060 -0.142
H -0.042 -0.009 0.017
H 0.032 0.017 0.088
H 0.011 -0.072 -0.008
H 0.113 0.085 0.121
H 0.010 -0.008 0.079
H -0.041 -0.083 0.011
H -0.034 -0.012 -0.089
C 0.150 -0.017 0.063
C -0.291 -0.106 -0.001
C -0.071 0.056 -0.176
N 0.033 -0.191 0.138
C 0.096 0.103 -0.386
S -0.153 -0.028 0.082
N 0.361 0.011 0.032
C -0.162 0.179 -0.088
O 0.077 -0.014 -0.033
C -0.154 -0.033 -0.051
C 0.081 -0.026 0.101
C 0.041 -0.003 0.074
C -0.026 -0.006 -0.064
C -0.013 0.042 0.004
C 0.061 -0.079 0.226
H 0.041 -0.016 -0.030
H -0.068 0.023 0.014
H -0.048 -0.004 -0.001
H 0.076 0.029 0.014
H 0.162 0.003 -0.032
H -0.125 -0.019 -0.055
H 0.108 -0.092 0.158
H -0.051 0.216 0.161
H -0.166 -0.010 0.085
H -0.048 0.049 0.003
H 0.012 0.010 -0.031
H 0.009 0.036 0.019
H 0.027 -0.013 -0.017
H -0.026 0.133 -0.069
F -1.029 -0.337 -0.677
Se -0.642 0.174 -0.298
Sb 3.041 -1.062 0.266
Se -0.702 0.370 -0.241
Se -0.572 0.165 0.059
Se 1.984 -0.785 0.042

Results
2S+1: 1
Total charge: -2
HOMO: -1.339 eV

(5)
ORCA calculation (ωB97M-V/def2-TZVPD) on 2 unconnected molecules or ions with the total composition C4H8ClN.

Last column: Löwdin charge in e.
Element x y z (Å)
C 1.001253 -0.994444 1.906897  0.008
C 0.219071 -0.054353 1.332169  -0.798
C 1.039078 -0.113746 -1.225792  0.076
C -1.627396 0.886997 0.146900  -0.186
N -0.714512 -0.099010 0.496397  -0.065
Cl 0.327168 1.624761 2.144186  0.522
H 1.452396 -0.855031 2.894930  0.062
H 1.224788 -1.972028 1.392596  0.093
H 0.976174 0.970857 -1.414113  0.017
H 1.754802 -0.336001 -0.470813  -0.030
H 0.801524 -0.923325 -2.044972  0.059
H -2.020373 0.605921 -0.797442  0.062
H -2.524424 0.990319 0.930966  0.149
H -1.157937 1.805063 -0.038252  0.032

Atomic forces in eV per Å
C 1.399 -2.191 0.235
C -0.610 2.471 2.485
C -0.630 -0.593 -2.183
C -2.416 0.132 1.110
N 0.220 -2.885 -1.618
Cl 0.543 -0.238 0.344
H -0.079 0.245 -0.695
H -0.663 1.174 0.577
H -0.242 -0.772 -0.326
H 0.342 -0.504 0.262
H 0.442 1.998 1.797
H -0.926 -0.387 -0.759
H 2.078 -0.206 -1.546
H 0.543 1.755 0.316

Results
2S+1: 1
Total charge: 0
HOMO (alpha / beta): -8.972 / -8.162 eV

(6)
ORCA calculation (ωB97M-V/def2-TZVPD) on 2 unconnected molecules or ions with the total composition C4H8O3.

Last column: Löwdin charge in e.
Element x y z (Å)
O -1.196320 -1.376769 1.912605  0.075
C -0.732627 -1.262663 0.811677  -0.259
C -0.451492 0.029439 0.101433  -0.157
C 0.113664 1.121576 1.022105  -0.159
C 0.586042 2.338180 0.263339  -0.262
O 0.446571 2.459395 -0.922580  0.057
H -0.575514 -2.124354 0.129691  0.104
H -1.289468 0.506057 -0.415511  0.133
H 0.247118 -0.093080 -0.729257  0.108
H -0.611662 1.486857 1.754978  0.125
H 0.928752 0.715789 1.630383  0.125
H 0.962715 3.178523 0.871689  0.121
H 0.376895 -2.332310 -3.056017  0.048
H 0.462339 -2.743598 -1.647730  -0.010
O 1.037527 -2.563821 -2.382941  -0.051

Atomic forces in eV per Å
O 0.402 -0.021 0.004
C -0.919 0.322 -1.011
C 0.826 1.531 0.131
C 0.253 -0.224 0.161
C -0.651 -0.205 0.210
O 0.201 0.075 -0.317
H 0.042 -0.388 0.456
H -0.548 -0.636 0.208
H 0.168 -0.437 0.150
H -0.123 -0.116 -0.020
H 0.104 0.160 -0.021
H 0.237 -0.044 0.076
H 0.527 -0.014 -0.081
H -0.110 -0.306 0.781
O -0.408 0.304 -0.728

Results
2S+1: 1
Total charge: 0
HOMO: -10.221 eV
SMILES: O=CCCC=O.O

(7)
ORCA calculation (ωB97M-V/def2-TZVPD) on C3H4N2O in the gas phase.

Last column: Löwdin charge in e.
Element x y z (Å)
O -1.992009 0.318351 0.124255  0.084
C -0.704462 -0.077499 0.154628  -0.390
C 0.387880 0.606443 0.620230  -0.035
C 1.450959 0.054647 -0.123726  -0.182
N 1.080585 -0.988594 -0.844830  0.017
N -0.257177 -1.081019 -0.639086  0.031
H -2.028138 1.171872 0.577382  0.118
H 0.367415 1.422191 1.327938  0.100
H 2.430728 0.490805 -0.256346  0.099
H -0.735781 -1.917195 -0.940448  0.159

Atomic forces in eV per Å
O -0.441 -0.481 0.665
C 0.309 0.199 -0.368
C -0.089 0.262 -0.283
C 0.224 -0.089 -0.008
N 0.174 0.129 0.260
N -0.206 0.114 -0.070
H -0.147 -0.239 -0.088
H 0.122 0.113 -0.317
H 0.154 -0.417 0.317
H -0.100 0.409 -0.108

Results
2S+1: 1
Total charge: 0
HOMO: -8.715 eV
SMILES: Oc1ccn[nH]1

Summary of molecular weight in g/mol
89.1 188.4 60.1 1246.4 105.6 104.1 84.1
(order as listed above)
Summary of E in hartree
-323.65969 -835.22080 -159.57489 -13813.33878 -671.97206 -382.89625 -301.43232
(order as listed above)
Summary of relative energy (zero: lowest compared OMol25 entry of this formula, charge and spin) in kcal/mol
76.1 16.9 6.3 71.3 103.3 43.0 34.5
(order as listed above)